ORCA calculation (ωB97M-V with the def2-TZVPD basis set) on C46H50FIMnN4O5 as an isolated structure.

Results
* spin multiplicity: 2
* charge: -2
* E_LUMO (alpha / beta): 0.12910 / 0.12911 hartree
* E_HOMO (alpha / beta): -1.6751 / -1.0999 eV
* orbital gap (alpha / beta): 0.1907 / 0.1695 Eh

CARTESIAN COORDINATES (ANGSTROEM)
Mn 0.810 -0.106 -0.856
C -3.306 -0.146 -3.317
C -2.618 0.943 -2.489
C -3.663 1.808 -1.788
C -1.647 1.729 -3.343
C -2.030 2.927 -3.932
C -1.165 3.628 -4.758
C 0.094 3.115 -5.003
C 0.510 1.913 -4.440
C 1.881 1.368 -4.768
C 2.987 2.413 -4.627
C 1.900 0.756 -6.169
C -0.360 1.215 -3.590
N 0.063 0.036 -2.926
C -0.010 -1.100 -3.593
O -0.431 -1.323 -4.747
C 0.458 -2.277 -2.769
C 0.412 -3.580 -3.241
C 0.774 -4.605 -2.380
C 1.149 -4.308 -1.075
C 1.192 -2.975 -0.691
N 0.878 -2.001 -1.538
C 1.644 -2.566 0.696
O 1.675 -3.453 1.569
N 1.999 -1.285 0.784
C 2.780 -0.968 1.921
C 4.084 -1.505 2.075
C 4.844 -1.156 3.182
C 4.379 -0.272 4.143
C 3.127 0.281 3.971
C 2.330 -0.048 2.879
C 0.965 0.590 2.773
C 0.071 0.184 3.947
C 1.062 2.109 2.655
C 4.732 -2.416 1.047
C 6.051 -1.829 0.540
C 4.962 -3.822 1.603
H -3.953 -0.758 -2.682
H -2.582 -0.790 -3.811
H -3.928 0.317 -4.090
H -2.016 0.438 -1.732
H -4.392 2.206 -2.500
H -3.212 2.645 -1.252
H -4.221 1.199 -1.070
H -3.013 3.330 -3.729
H -1.470 4.571 -5.198
H 0.776 3.658 -5.648
H 2.091 0.574 -4.053
H 2.949 3.152 -5.433
H 3.961 1.923 -4.666
H 2.918 2.943 -3.677
H 1.696 1.527 -6.920
H 1.148 -0.027 -6.255
H 2.884 0.329 -6.381
H 0.080 -3.739 -4.257
H 0.753 -5.635 -2.718
H 1.409 -5.060 -0.345
H 5.836 -1.580 3.286
H 4.989 -0.011 5.000
H 2.749 0.989 4.701
H 0.512 0.207 1.860
H 0.446 0.598 4.888
H 0.031 -0.901 4.050
H -0.945 0.559 3.805
H 1.558 2.530 3.535
H 0.075 2.568 2.571
H 1.628 2.390 1.767
H 4.067 -2.480 0.186
H 6.817 -1.839 1.321
H 5.917 -0.806 0.194
H 6.423 -2.415 -0.302
H 5.668 -3.790 2.440
H 5.392 -4.468 0.833
H 4.026 -4.255 1.946
C -4.023 3.283 3.708
C -4.478 1.877 3.350
C -4.776 1.075 4.608
C -5.304 -0.301 4.251
C -4.352 -0.997 3.319
C -4.294 -2.374 3.258
C -3.391 -3.008 2.412
F -3.379 -4.364 2.403
C -2.531 -2.302 1.620
C -2.581 -0.901 1.662
C -1.636 -0.150 0.800
O -0.901 -0.792 0.016
C -1.680 1.278 0.925
C -2.602 1.824 1.755
N -3.477 1.151 2.545
C -3.478 -0.242 2.507
C -0.750 2.265 0.202
O -1.071 3.459 0.292
O 0.257 1.795 -0.391
H -4.736 3.702 4.419
H -3.980 3.952 2.853
H -3.038 3.263 4.176
H -5.401 1.942 2.757
H -5.502 1.627 5.210
H -3.855 0.987 5.193
H -6.288 -0.202 3.777
H -5.444 -0.910 5.147
H -4.942 -2.977 3.883
H -1.809 -2.787 0.977
H -2.625 2.903 1.783
I 4.041 -0.680 -2.471
C 2.613 0.684 -1.475
H 2.530 1.477 -2.222
H 3.235 1.071 -0.660